# C8H15N2

A gas-phase ion, C8H15N2 (charge +1) (ωB97M-V/def2-TZVPD, the Open Molecules 2025 dataset).

The molar mass is 139.2 g mol⁻¹. As for the spin multiplicity: 3. Its LUMO energy (spin up / spin down) is -2.77 / -7.34 eV. The calculation puts the HOMO energy (spin up / spin down) at -10.37 / -14.36 eV. The calculation puts the largest force on an atom at 0.093 Eh/bohr. As for the total energy: -422.93222 Ha. As for the frontier orbital gap (spin up / spin down): 7.59 / 7.02 eV. As for the energy relative to the best compared isomer or geometry (same formula, charge and spin): 14.4 kcal/mol. As for the charge: +1.

Last column: Löwdin spin population.
Geometry (Å):
1 H -1.93157 -1.40273 -0.53916  0.00
2 C -0.04834 -1.22167 0.36485  0.07
3 C 0.15807 2.50812 -0.23059  0.19
4 H -1.50755 -0.77433 1.81552  0.00
5 H -0.57220 -1.92450 -1.51610  0.00
6 H -0.19616 2.60846 -2.35281  0.00
7 C 1.28806 -1.93140 0.33845  0.05
8 H 0.38566 4.05695 1.03329  0.00
9 C 0.20340 0.66469 -1.54210  0.07
10 C -0.98837 -2.04300 -0.58047  0.02
11 H -0.13331 1.49165 1.67352  0.03
12 H 1.56575 -2.03776 -0.70793  0.00
13 H -0.87214 -2.39028 1.84533  0.00
14 N -0.00419 2.07997 -1.51136  0.14
15 H 0.12723 4.36588 -0.64528  0.00
16 C 0.10177 1.36667 0.67214  0.62
17 C -0.56388 -1.32918 1.79748  0.01
18 H 1.20891 -2.80907 0.81688  0.01
19 H 2.09457 -1.45172 0.87731  0.00
20 H 0.15887 -1.15430 2.67705  0.00
21 H -0.57970 -0.01281 -2.14259  0.02
22 H 1.24449 0.37783 -1.93546  0.03
23 H -1.44657 -3.01013 -0.23530  0.00
24 N 0.22755 3.78751 0.09207  0.11
25 C 0.07965 0.18516 -0.06474  0.62